(1)
{
  "formula": "C6H4O",
  "method": "the ωB97M-V functional and the def2-TZVPD basis",
  "lumo_ev": -0.261,
  "e_above_lowest_kcal_mol": 53.3,
  "charge": 0,
  "homo_lumo_gap_ev": 9.96,
  "symbols": ["C", "C", "C", "C", "O", "C", "C", "H", "H", "H", "H"],
  "positions_angstrom": [[-2.4865, -0.2521, -0.7514], [-1.1867, 0.1858, -0.2536], [-0.1075, 0.5287, 0.1640], [1.2004, 0.9060, 0.6620], [1.4526, 2.0025, 1.1178], [2.2472, -0.1071, 0.5839], [3.2302, -0.8023, 0.5589], [-2.8769, 0.4558, -1.4886], [-3.2032, -0.3167, 0.0733], [-2.4083, -1.2377, -1.2201], [4.1387, -1.3628, 0.5539]],
  "forces_ev_per_angstrom": [[0.0, 0.0, 0.0], [0.5, 0.1, 0.2], [-0.5, -0.2, -0.2], [0.1, 0.4, 0.1], [-0.2, -0.4, -0.2], [0.6, -0.2, 0.0], [-0.4, 0.3, 0.0], [0.1, -0.1, 0.1], [0.1, 0.0, -0.1], [0.0, 0.1, 0.1], [-0.2, 0.0, 0.0]]
}

***

(2)
{
  "formula": "CH5FN3O",
  "method": "the ωB97M-V functional and the def2-TZVPD basis",
  "lumo_ev": -3.441,
  "e_above_lowest_kcal_mol": 32.4,
  "charge": 1,
  "homo_lumo_gap_ev": 12.87,
  "symbols": ["C", "N", "N", "N", "O", "F", "H", "H", "H", "H", "H"],
  "positions_angstrom": [[-0.6188, 0.2882, 0.0488], [-1.8261, -0.0831, 0.4104], [0.3473, -0.6115, -0.1530], [1.7082, -0.0765, -0.5156], [-0.3965, 1.5446, -0.1361], [2.4436, -0.0414, 0.6542], [-2.0830, -1.0456, 0.5650], [-2.5339, 0.6288, 0.5268], [0.2609, -1.5892, 0.0992], [2.1743, -0.7709, -1.1080], [0.5240, 1.7567, -0.3917]],
  "forces_ev_per_angstrom": [[0.4, -0.3, -0.1], [0.0, 0.3, 0.0], [3.0, 0.4, -0.8], [-2.9, -0.3, 0.5], [-0.2, 0.4, 0.1], [0.0, -0.3, 0.0], [0.1, 0.0, 0.0], [0.0, 0.0, 0.0], [0.0, 0.1, 0.0], [-0.2, -0.1, 0.3], [-0.1, -0.3, 0.0]]
}

***

(3)
{
  "formula": "C6H10N2",
  "method": "the ωB97M-V functional and the def2-TZVPD basis",
  "lumo_ev": 0.947,
  "e_above_lowest_kcal_mol": 56.5,
  "charge": 0,
  "homo_lumo_gap_ev": 9.59,
  "symbols": ["C", "C", "C", "C", "C", "C", "H", "H", "H", "H", "H", "H", "H", "H", "H", "H", "N", "N"],
  "positions_angstrom": [[1.2550, 0.7571, 1.0404], [-0.7925, -0.1787, 1.7179], [-0.5710, -0.3626, 0.1884], [0.5754, 0.1927, -0.1790], [0.6711, 0.4482, -1.6427], [-1.3479, -0.6954, -1.0473], [2.2585, 0.4479, 1.0757], [1.0424, 1.8441, 0.9021], [1.2176, -0.6988, 2.3347], [-1.2229, -1.0594, 2.3277], [-1.4918, 0.7112, 1.7948], [0.8190, 1.5735, -1.8565], [1.6085, -0.0697, -2.0269], [-0.0412, -1.1251, -2.4583], [-2.2580, 0.0191, -1.0924], [-1.8033, -1.7203, -1.3988], [0.6298, 0.1523, 2.2074], [-0.4683, -0.2795, -2.2173]],
  "forces_ev_per_angstrom": [[-1.0, 0.8, -1.2], [0.3, -1.0, 0.0], [0.2, -1.1, 0.3], [-0.6, 0.1, 1.0], [2.4, 0.2, -0.1], [-3.0, 0.9, -2.1], [1.7, 0.6, -0.1], [0.8, -0.3, 0.9], [-1.4, 0.5, 0.1], [0.6, 1.4, -1.1], [0.9, -0.9, 0.5], [-0.7, -1.6, 0.1], [-0.8, 1.0, 0.2], [0.4, -1.5, -1.0], [1.0, -1.1, 0.2], [1.1, 1.6, 1.5], [-1.3, -0.4, -0.5], [-0.7, 0.9, 1.5]]
}

***

(4)
{
  "formula": "C4H7N3",
  "method": "the ωB97M-V functional and the def2-TZVPD basis",
  "lumo_ev": [0.598, 0.660],
  "e_above_lowest_kcal_mol": 50.7,
  "charge": 0,
  "homo_lumo_gap_ev": [7.51, 7.48],
  "symbols": ["C", "C", "N", "C", "N", "C", "N", "H", "H", "H", "H", "H", "H", "H"],
  "positions_angstrom": [[-2.2496, 0.4783, -0.1138], [-0.9673, -0.1679, 0.2903], [0.1890, 0.5003, 0.1945], [1.4021, -0.0728, 0.1557], [1.3749, -1.4747, 0.1518], [2.5590, 0.7057, -0.0073], [3.5205, 1.3505, -0.1472], [-2.1324, 1.0349, -1.0526], [-2.6719, 1.1594, 0.6386], [-2.9941, -0.3009, -0.3037], [0.5384, -1.7459, -0.3887], [-0.9380, -1.1070, 0.8290], [0.1610, 1.5022, 0.0303], [2.2085, -1.8620, -0.2766]],
  "forces_ev_per_angstrom": [[-0.1, 0.1, 0.0], [-0.1, 0.0, 0.1], [0.1, 0.1, -0.1], [0.0, 0.0, 0.0], [0.1, 0.1, -0.1], [0.7, 0.5, -0.1], [-0.9, -0.6, 0.1], [0.0, 0.0, 0.2], [0.0, -0.1, -0.1], [0.1, 0.2, 0.1], [0.2, -0.2, 0.1], [0.0, 0.1, -0.3], [0.0, -0.1, -0.1], [0.0, 0.0, 0.1]]
}

***

(5)
{
  "formula": "Cl2H2S2Si",
  "method": "the ωB97M-V functional and the def2-TZVPD basis",
  "lumo_ev": [-0.142, -3.653],
  "spin_multiplicity": 3,
  "charge": 0,
  "homo_lumo_gap_ev": [5.62, 6.52],
  "symbols": ["Si", "S", "S", "Cl", "Cl", "H", "H"],
  "positions_angstrom": [[0.7187, 0.7512, -0.7798], [2.2748, 0.0596, -1.8441], [0.7876, 1.5878, 1.1636], [-1.2280, 0.6545, -1.3174], [-0.7964, -2.3243, 1.4184], [-1.5362, -2.9372, 0.5758], [-0.2204, 2.2084, 0.7835]],
  "forces_ev_per_angstrom": [[-1.3, 2.2, 1.0], [1.6, -1.2, -0.9], [2.9, -2.2, 1.1], [-0.5, -0.7, -0.4], [0.0, 0.1, 0.0], [0.0, 0.0, 0.0], [-2.7, 2.0, -0.7]]
}

***

(6)
{
  "formula": "C24H27BrN5O3PbS2",
  "method": "the ωB97M-V functional and the def2-TZVPD basis",
  "lumo_ev": 2.653,
  "charge": -1,
  "homo_lumo_gap_ev": 6.39,
  "symbols": ["Pb", "C", "N", "C", "C", "N", "C", "C", "C", "C", "C", "C", "C", "S", "C", "C", "C", "C", "C", "C", "S", "H", "H", "H", "H", "H", "H", "H", "H", "H", "H", "H", "H", "H", "H", "H", "H", "H", "H", "Br", "C", "C", "C", "C", "C", "N", "C", "O", "O", "H", "H", "H", "C", "N", "C", "N", "O", "H", "H", "H", "H", "H", "H"],
  "positions_angstrom": [[1.4032, 0.4257, -0.3086], [0.0507, 3.3752, -1.0427], [-0.2105, 2.0254, -1.5537], [-1.5779, 1.6526, -1.2248], [-1.8863, 0.1758, -1.4662], [-1.3713, -0.7172, -0.4284], [-1.9818, -0.5501, 0.8609], [-1.2908, -2.0747, -0.9073], [-2.3457, -2.9594, -0.7368], [-2.2547, -4.2792, -1.1410], [-1.0929, -4.7295, -1.7459], [-0.0643, -3.8472, -1.9815], [-0.1499, -2.5074, -1.5990], [1.1333, -1.4490, -2.1268], [0.1633, 1.9582, -2.9425], [-0.7600, 1.9287, -3.9749], [-0.3582, 1.9661, -5.3027], [0.9861, 2.0535, -5.6082], [1.9215, 2.0499, -4.5922], [1.5336, 1.9686, -3.2586], [2.7928, 1.9059, -2.0395], [-0.6592, 4.0911, -1.4690], [-0.0345, 3.3607, 0.0412], [1.0604, 3.6726, -1.3099], [-1.7014, 1.8958, -0.1682], [-2.2966, 2.2661, -1.7883], [-2.9790, 0.0569, -1.5588], [-1.4193, -0.1402, -2.4018], [-2.7855, -1.2591, 1.0873], [-0.0595, -0.4426, 1.6328], [-2.3883, 0.4598, 0.9546], [-3.2656, -2.6168, -0.2793], [-3.0842, -4.9502, -0.9730], [-1.0018, -5.7656, -2.0422], [0.8405, -4.1689, -2.4720], [-1.8189, 1.8676, -3.7679], [-1.1036, 1.9264, -6.0858], [1.3072, 2.1061, -6.6386], [2.9779, 2.0905, -4.8085], [0.2118, -3.2773, 1.8966], [-1.0055, -1.9991, 2.6153], [-1.8709, -2.2913, 3.6252], [-2.5670, -1.2724, 4.2824], [-2.1634, 0.0327, 4.0207], [-1.2716, 0.3211, 3.0230], [-0.9936, -0.6964, 2.0049], [-0.6184, 1.6239, 2.7916], [-0.7898, 2.5413, 3.5951], [0.1116, 1.7115, 1.7295], [-1.9415, -3.3151, 3.9593], [-3.2767, -1.5086, 5.0559], [-2.4590, 0.8511, 4.6591], [4.9869, -0.8041, 3.0555], [4.2834, 0.4373, 3.2705], [3.0831, 0.6586, 2.6459], [2.6118, 1.9113, 2.6959], [2.4911, -0.2607, 2.0779], [5.5458, -1.0635, 3.9542], [5.6662, -0.7521, 2.1990], [4.2372, -1.5667, 2.8524], [4.8398, 1.2462, 3.4979], [3.0139, 2.5990, 3.3068], [1.6439, 2.0482, 2.3541]],
  "forces_ev_per_angstrom": [[0.0, 0.1, 0.2], [0.1, 0.3, 0.2], [0.1, -0.1, -0.2], [-0.2, -0.3, 0.0], [-0.2, 0.3, -0.1], [0.2, -0.2, 0.1], [-0.3, 0.1, -0.2], [0.1, -0.3, -0.2], [-0.2, 0.0, 0.1], [-0.1, 0.0, 0.1], [-0.1, -0.2, 0.0], [0.0, 0.1, 0.0], [0.0, 0.2, 0.0], [0.3, 0.0, -0.5], [0.1, 0.0, -0.3], [-0.2, 0.0, 0.0], [-0.1, 0.0, 0.0], [0.0, 0.0, -0.2], [-0.2, 0.0, 0.0], [0.2, 0.1, 0.1], [0.4, 0.1, -0.1], [-0.1, 0.0, 0.0], [0.0, 0.0, 0.1], [0.0, 0.0, 0.0], [0.0, 0.1, 0.0], [0.0, 0.0, 0.1], [0.1, 0.0, -0.1], [-0.1, 0.0, 0.0], [0.2, 0.1, 0.0], [-0.2, -0.1, 0.2], [0.2, -0.2, 0.0], [0.0, 0.0, 0.1], [-0.1, -0.1, 0.0], [0.0, -0.1, 0.0], [0.1, -0.1, -0.1], [-0.1, 0.0, 0.1], [0.0, 0.0, 0.0], [0.0, 0.0, -0.1], [0.1, 0.0, 0.0], [-0.1, 0.3, 0.1], [0.4, -1.2, 0.5], [0.4, 0.2, -0.4], [-0.5, 0.0, 0.2], [0.2, -0.2, -0.2], [0.1, 0.5, 0.6], [-0.2, 0.5, -0.5], [-0.1, 0.2, 0.1], [-0.1, 0.1, 0.2], [-0.3, -0.3, -0.3], [0.0, -0.1, 0.0], [-0.1, 0.0, 0.1], [0.0, 0.1, 0.0], [-0.1, -0.1, 0.0], [0.3, 0.2, 0.2], [0.2, -0.2, 0.2], [-0.3, 0.5, -0.2], [0.1, -0.3, 0.2], [0.0, -0.1, 0.0], [0.0, -0.1, 0.0], [0.1, 0.0, 0.0], [-0.1, -0.1, 0.0], [0.0, -0.1, 0.0], [0.1, 0.0, 0.1]]
}

***

(7)
{
  "formula": "C2H4N4S",
  "method": "the ωB97M-V functional and the def2-TZVPD basis",
  "lumo_ev": -0.189,
  "e_above_lowest_kcal_mol": 119.0,
  "charge": 0,
  "homo_lumo_gap_ev": 8.68,
  "symbols": ["C", "C", "H", "H", "H", "H", "N", "N", "N", "N", "S"],
  "positions_angstrom": [[1.7713, -0.8846, 0.0171], [-0.1871, -0.4770, -0.0376], [1.0716, 2.6609, -0.3385], [-0.2610, 2.2559, 1.2547], [2.7568, -1.4460, -0.2571], [-1.4830, 1.0394, -0.5066], [-0.0405, 1.9586, 0.0121], [0.4597, 0.6305, -0.1085], [1.7498, 0.4126, -0.0196], [0.6682, -1.5461, 0.1385], [-1.9657, -0.4081, -0.0117]],
  "forces_ev_per_angstrom": [[6.2, -2.1, -0.8], [-3.0, -4.0, 1.4], [-4.4, -2.8, 1.5], [1.2, -1.4, -4.7], [-1.7, 1.2, 1.3], [-2.2, -2.2, 0.9], [3.1, 2.7, 2.2], [0.6, 3.7, 1.2], [2.1, 0.9, -0.7], [-3.8, 1.2, -1.2], [2.1, 2.8, -1.2]]
}

***

(8)
{
  "formula": "C4H8S",
  "method": "the ωB97M-V functional and the def2-TZVPD basis",
  "lumo_ev": 1.014,
  "e_above_lowest_kcal_mol": 24.2,
  "charge": 0,
  "homo_lumo_gap_ev": 9.62,
  "symbols": ["C", "C", "C", "C", "H", "H", "H", "H", "H", "H", "H", "H", "S"],
  "positions_angstrom": [[2.1349, -0.1965, -0.1454], [0.7306, -0.5363, 0.1139], [-0.2858, 0.2744, -0.3080], [-1.5484, 0.3448, 0.5626], [2.3810, 0.9188, -0.1082], [2.8096, -0.6171, 0.5730], [2.5883, -0.6903, -1.0832], [0.5327, -1.5042, 0.5502], [-0.1964, 1.0321, -1.0017], [-1.4121, -0.2927, 1.4430], [-1.6347, 1.3325, 0.8615], [-3.0580, 0.3265, -1.3039], [-3.0417, -0.3920, -0.1538]],
  "forces_ev_per_angstrom": [[2.3, 0.4, -1.9], [-1.3, 1.5, -1.6], [0.1, -2.6, 3.7], [0.8, -3.0, -1.4], [-0.6, -1.5, -0.5], [0.1, -0.3, 0.9], [-0.9, 1.0, 0.8], [-0.3, 0.2, 0.8], [0.7, 1.7, -1.2], [0.1, 0.3, -0.1], [-0.6, 1.9, 0.6], [0.0, -0.2, 0.3], [-0.4, 0.5, -0.5]]
}

***

One value per record, in order, for DFT total energy: -8330.130 -10344.374 -9361.988 -8729.483 -54624.305 -135882.942 -18929.389 -15111.336 eV.
One value per record, in order, for max |F|: 0.7 3.2 3.7 1.0 3.8 1.3 6.6 4.5 eV/Å.